{
  "formula": "C40H66Ge2N4O5PS4SiTi",
  "method": "ωB97M-V/def2-TZVPD",
  "e_above_lowest_kj_mol": 124.6,
  "multiplicity": 3,
  "lumo_energy_ha": [0.0529, 0.0529],
  "fmax_ha_per_bohr": 0.039,
  "total_charge": -1,
  "total_energy_ha": -9385.979528,
  "elements": ["Ti", "C", "C", "Ge", "C", "C", "C", "C", "Ge", "C", "C", "C", "C", "C", "C", "C", "C", "C", "C", "H", "H", "H", "H", "H", "H", "H", "H", "H", "H", "H", "H", "H", "H", "H", "H", "H", "H", "H", "H", "H", "H", "H", "H", "H", "H", "S", "S", "S", "S", "C", "N", "C", "N", "C", "N", "C", "P", "C", "C", "H", "H", "H", "H", "H", "H", "H", "H", "H", "H", "H", "H", "H", "O", "C", "O", "C", "C", "C", "C", "O", "C", "O", "C", "C", "H", "H", "H", "H", "H", "C", "Si", "C", "C", "C", "H", "H", "H", "H", "H", "H", "H", "H", "H", "H", "H", "O", "C", "C", "C", "C", "C", "C", "N", "H", "H", "H", "H", "H", "H", "H", "H", "H", "H", "H"],
  "positions_angstrom": [[0.602907, -1.150576, 0.002472], [5.388227, -2.157756, 1.819138], [4.343963, -1.146583, 1.351723], [2.501657, -1.455793, 2.055135], [2.696768, -2.827987, 3.475970], [3.197872, -2.246328, 4.801908], [2.182655, 0.170832, 3.125778], [1.090706, 0.936042, 3.171174], [-0.330985, 0.576499, 1.790007], [-2.013533, 0.214475, 2.838287], [-3.023147, 1.358116, 2.952185], [-0.614471, 2.419334, 0.995297], [-0.337833, 3.686764, 1.805650], [1.056552, 2.037596, 4.171631], [2.145608, 2.898148, 4.333916], [2.120893, 3.922921, 5.268523], [1.006567, 4.107342, 6.076752], [-0.079046, 3.252552, 5.936399], [-0.055417, 2.236875, 4.992251], [6.365101, -1.951340, 1.370986], [5.104622, -3.171502, 1.529645], [5.516372, -2.146836, 2.902891], [4.308318, -1.162890, 0.261884], [4.621990, -0.129814, 1.645726], [3.377573, -3.600924, 3.117129], [1.734383, -3.307299, 3.634915], [4.152919, -1.725686, 4.699691], [3.337172, -3.042355, 5.539989], [2.483186, -1.533787, 5.214106], [3.005580, 0.386513, 3.818159], [-1.711166, -0.132594, 3.829792], [-2.493008, -0.646104, 2.363479], [-2.572371, 2.264866, 3.361788], [-3.871533, 1.095245, 3.593693], [-3.433094, 1.623535, 1.974028], [-1.645295, 2.452499, 0.629140], [0.026070, 2.433488, 0.106143], [-0.943724, 3.738497, 2.711005], [-0.549046, 4.587191, 1.216597], [0.703833, 3.743265, 2.123087], [3.013068, 2.763188, 3.697453], [2.975007, 4.583318, 5.364505], [0.984307, 4.908647, 6.804942], [-0.952849, 3.380775, 6.564558], [-0.907981, 1.580545, 4.882894], [-0.428958, -2.730422, 1.884048], [0.406482, -4.626177, 1.723965], [1.164147, -4.733962, -0.190411], [2.315698, -3.047749, -0.434482], [-2.617584, 1.556782, -4.295201], [-1.639701, 0.399480, -4.515459], [-0.314418, 0.981583, -5.042966], [0.178947, 1.972577, -4.175905], [-0.791721, 3.042416, -4.056342], [-2.058087, 2.582599, -3.495862], [-1.955642, 2.214803, -2.072505], [-1.038829, 0.606828, -1.747475], [-1.431563, -0.404925, -3.266678], [0.480009, 1.387681, -2.829762], [-3.500494, 1.129907, -3.820694], [-2.859206, 1.929469, -5.294100], [-2.029213, -0.210924, -5.232433], [-0.540847, 1.385446, -6.033554], [0.375252, 0.140689, -5.115953], [-0.980634, 3.471408, -5.046575], [-0.387751, 3.815599, -3.405349], [-2.960792, 2.159620, -1.659499], [-1.426126, 3.022285, -1.567827], [-2.330820, -0.995151, -3.108811], [-0.581785, -1.062067, -3.451400], [1.242930, 0.618828, -2.975287], [0.954416, 2.178716, -2.238969], [3.271258, -0.108903, -2.098949], [2.952092, 0.462163, -1.064936], [1.936238, 0.155969, -0.320222], [3.703454, 1.675505, -0.591376], [3.175980, 2.486679, 0.403459], [3.857182, 3.624774, 0.850936], [5.070781, 3.882390, 0.266341], [5.933196, 4.919840, 0.526873], [7.065570, 4.709015, -0.313431], [6.819007, 3.566663, -1.123801], [5.597285, 3.071538, -0.720473], [4.940756, 1.963979, -1.180937], [2.228740, 2.213394, 0.849579], [3.449910, 4.265782, 1.621138], [7.949245, 4.534931, 0.306878], [7.209581, 5.584536, -0.950974], [5.335077, 1.324100, -1.957531], [-5.496045, 1.185976, -1.590247], [-4.567135, -0.414239, -1.209804], [-5.540174, -1.278296, 0.150042], [-4.796855, -1.523590, -2.740644], [-2.809819, -0.153318, -0.762225], [-6.574581, 1.006572, -1.597181], [-5.230732, 1.617304, -2.559552], [-5.291900, 1.944772, -0.830160], [-6.564022, -1.511230, -0.158444], [-5.586390, -0.654972, 1.046617], [-5.046787, -2.212418, 0.432310], [-5.818902, -1.911310, -2.764081], [-4.123973, -2.387124, -2.718523], [-4.634923, -0.996198, -3.686758], [-2.460049, -1.110938, -0.359405], [-2.822304, 0.514669, 0.110735], [-0.450635, -2.243611, -1.223593], [-1.224313, -3.174842, -1.542675], [-1.283367, -3.659306, -2.974272], [-0.929935, -5.135417, -3.206843], [-1.997903, -6.134604, -2.774021], [-2.312237, -6.088452, -1.279484], [-2.982927, -4.778512, -0.873361], [-2.075270, -3.667144, -0.647109], [-0.587378, -3.040649, -3.538808], [-2.295927, -3.464122, -3.351697], [-0.000562, -5.352437, -2.682390], [-0.735824, -5.256991, -4.275358], [-1.664157, -7.139422, -3.044937], [-2.922958, -5.947999, -3.334476], [-1.397948, -6.211785, -0.692138], [-2.982605, -6.912962, -1.024698], [-3.536295, -4.902111, 0.056840], [-3.714216, -4.492743, -1.638426], [-1.789374, -3.453163, 0.325298]],
  "forces_ev_per_angstrom": [[-0.4, -1.1, 1.2], [0.0, 0.0, 0.0], [0.0, 0.0, -0.1], [0.5, 0.3, 0.6], [-0.1, -0.1, 0.0], [0.0, -0.1, -0.1], [-0.1, 0.0, 0.0], [0.1, 0.0, 0.0], [0.0, 0.3, 0.5], [-0.1, 0.0, 0.0], [0.0, 0.0, 0.0], [0.1, 0.0, -0.1], [0.0, 0.0, 0.0], [0.0, 0.0, 0.0], [0.0, 0.0, 0.0], [0.0, 0.0, 0.0], [0.0, 0.0, 0.0], [0.0, 0.0, 0.0], [0.0, 0.0, 0.0], [0.0, 0.0, 0.0], [0.0, 0.0, 0.0], [0.0, 0.0, 0.0], [0.0, 0.0, 0.0], [0.0, 0.0, 0.0], [0.0, 0.0, 0.0], [0.0, 0.0, 0.0], [0.0, 0.0, 0.0], [0.0, 0.0, 0.0], [0.0, 0.0, 0.0], [0.0, 0.0, 0.0], [0.0, 0.0, 0.0], [0.0, 0.0, 0.0], [0.0, 0.0, 0.0], [0.0, 0.0, 0.0], [0.0, 0.0, 0.0], [0.0, -0.1, 0.0], [0.0, 0.0, 0.0], [0.0, 0.0, 0.0], [0.0, 0.0, 0.0], [0.0, 0.0, 0.0], [0.0, 0.0, 0.0], [0.0, 0.0, 0.0], [0.0, 0.0, 0.0], [0.0, 0.0, 0.0], [0.0, 0.0, 0.0], [-0.1, 0.1, -0.1], [0.0, -0.1, 0.0], [0.0, -0.1, -0.1], [0.0, 0.0, 0.3], [0.0, 0.0, 0.0], [0.0, 0.0, 0.0], [0.0, 0.0, 0.0], [0.0, 0.0, 0.0], [0.0, 0.0, 0.0], [0.0, 0.0, 0.0], [0.0, 0.0, 0.1], [0.0, 0.0, -0.2], [0.1, 0.0, 0.1], [-0.1, 0.0, 0.1], [0.0, 0.0, 0.0], [0.0, 0.0, 0.0], [0.0, 0.0, 0.0], [0.0, 0.0, 0.0], [0.0, 0.0, 0.0], [0.0, 0.0, 0.0], [0.0, 0.0, 0.0], [0.0, 0.0, 0.0], [0.0, 0.0, 0.0], [0.0, 0.0, 0.0], [0.0, 0.1, 0.0], [0.0, 0.0, 0.0], [0.0, 0.0, 0.0], [0.1, 0.0, 0.1], [-0.2, 0.2, 0.0], [1.2, 1.2, -0.9], [0.0, 0.0, 0.0], [0.0, 0.0, 0.1], [0.0, 0.0, 0.0], [0.0, 0.0, 0.0], [0.1, 0.0, 0.0], [0.0, 0.0, 0.0], [0.0, 0.1, 0.0], [0.0, -0.1, 0.0], [0.0, 0.0, 0.0], [0.0, 0.0, 0.0], [0.0, 0.0, 0.0], [0.0, 0.0, 0.0], [0.0, 0.0, 0.0], [0.0, 0.0, 0.0], [0.0, 0.1, 0.0], [0.0, -0.1, 0.0], [-0.1, 0.0, 0.0], [0.0, 0.0, 0.0], [0.0, 0.1, 0.0], [0.0, 0.0, 0.0], [0.0, 0.0, 0.0], [0.0, 0.0, 0.0], [0.0, 0.0, 0.0], [0.0, 0.0, 0.0], [0.0, 0.0, 0.0], [0.0, 0.0, 0.0], [0.0, 0.0, 0.0], [0.0, 0.0, 0.0], [0.1, 0.0, 0.0], [0.0, 0.0, 0.0], [-0.9, -0.9, -1.5], [-0.1, 0.2, 0.2], [0.0, -0.1, -0.1], [0.0, 0.1, 0.1], [0.1, 0.0, 0.1], [0.0, 0.1, -0.1], [0.0, 0.1, 0.0], [0.3, -0.2, 0.1], [0.0, -0.1, 0.1], [0.0, 0.0, 0.0], [0.1, 0.0, 0.0], [0.0, 0.0, 0.0], [0.0, 0.0, 0.0], [0.0, 0.0, 0.0], [0.0, 0.0, 0.0], [0.0, 0.0, 0.0], [0.0, 0.0, 0.0], [0.0, 0.0, 0.0], [-0.2, 0.2, -0.1]],
  "lowdin_charge": [0.266, -0.181, -0.375, 0.787, -0.389, -0.184, -0.250, -0.351, 0.860, -0.403, -0.192, -0.386, -0.158, -0.253, -0.063, -0.096, -0.115, -0.094, -0.049, 0.061, 0.057, 0.050, 0.026, 0.060, 0.051, -0.015, 0.052, 0.061, 0.058, 0.065, 0.043, 0.015, 0.042, 0.059, 0.044, 0.029, 0.015, 0.051, 0.062, 0.045, 0.100, 0.094, 0.089, 0.095, 0.090, 0.078, -0.023, -0.050, 0.142, -0.121, -0.061, -0.137, -0.147, -0.184, -0.138, -0.278, 0.932, -0.255, -0.252, 0.110, 0.136, 0.170, 0.131, 0.140, 0.124, 0.132, 0.062, 0.080, 0.057, 0.079, 0.066, 0.083, 0.034, -0.622, -0.287, -0.125, -0.002, 0.024, -0.215, 0.022, -0.149, 0.021, -0.201, 0.079, 0.091, 0.113, 0.131, 0.130, 0.132, -0.193, 0.406, -0.186, -0.185, -0.385, 0.025, 0.007, 0.029, 0.020, 0.026, 0.020, 0.027, -0.006, 0.010, -0.008, -0.012, -0.272, -0.485, -0.090, -0.186, -0.207, -0.176, -0.165, 0.082, 0.109, 0.112, 0.081, 0.110, 0.107, 0.109, 0.095, 0.110, 0.125, 0.110, 0.008]
}